Record 1
C8H16B2F8O2Tl as an isolated structure at a distorted geometry, computed with ωB97M-V/def2-TZVPD.

As for the HOMO energy: -0.5131 hartree. Its calculated total energy is -40434.30251 eV. The energy relative to the best compared isomer or geometry (same formula, charge and spin) comes out at 0.9 kcal per mole. As for the gap between HOMO and LUMO: 0.113 hartree. Its charge is +1.

XYZ file:
```
37
Properties=species:S:1:pos:R:3:forces:R:3:lowdin_charge:R:1
Tl -0.009473 -0.898780 1.261638 -0.2 1.0 -0.6 1.5566
B 2.704347 -1.075454 -0.176654 1.5 -0.2 -0.7 -1.3297
F 1.708950 -0.216253 -0.678121 -1.5 0.5 0.0 0.0747
F 2.871337 -0.703440 1.173438 -0.3 -0.2 0.5 0.0823
F 2.184256 -2.391067 -0.220809 -0.3 0.1 0.2 0.0890
F 3.844738 -0.910259 -0.932855 -0.5 -0.3 0.6 0.1781
B -3.002002 0.092952 1.740448 -0.4 0.1 0.5 -1.2779
F -2.002067 1.072485 2.067383 0.3 -0.1 -0.3 0.0465
F -2.693555 -0.375315 0.431651 0.7 -0.1 -0.6 0.0715
F -2.741699 -0.994230 2.588105 0.2 -0.3 0.1 0.1021
F -4.263504 0.603892 1.804712 0.5 -0.2 0.0 0.1984
C -1.605097 -2.179651 -3.513504 -1.0 -0.9 0.6 -0.1125
C -0.940738 -3.488665 -3.120513 1.0 0.0 0.1 -0.1237
C -0.337152 -3.150121 -1.754307 0.3 -0.3 -1.1 -0.1284
O -1.011747 -2.014543 -1.261358 0.5 -0.5 1.3 -0.0837
C -2.069563 -1.675485 -2.134701 -0.1 -0.1 -1.9 -0.1209
H -2.448383 -2.388604 -4.169713 0.0 0.3 -0.1 0.1320
H -0.921279 -1.484300 -3.995297 0.0 0.1 0.1 0.1328
H -0.137670 -3.787381 -3.794786 -0.1 0.0 -0.1 0.1315
H -1.615058 -4.345595 -3.064239 -0.2 0.2 0.2 0.1356
H 0.750604 -2.961016 -1.855860 0.1 0.6 0.1 0.1641
H -0.265615 -3.994396 -1.052247 -0.5 0.3 0.6 0.1691
H -2.405082 -0.641457 -2.233369 0.5 0.2 1.0 0.1549
H -2.886323 -2.248011 -1.654993 -0.4 0.1 -0.4 0.1791
C 2.167894 3.467267 2.414953 0.5 -0.7 -0.7 -0.1287
C 0.913117 4.087525 1.825189 0.4 -0.4 0.2 -0.1062
C 0.025966 2.828540 1.779371 -0.4 1.3 0.2 -0.1485
O 0.860083 1.755137 1.402067 0.3 -0.1 -0.5 -0.1026
C 2.230659 2.179701 1.598787 0.3 0.1 1.0 -0.1159
H 2.048833 3.239022 3.474992 0.0 0.0 0.0 0.1334
H 3.134908 3.943995 2.258191 -0.3 0.5 0.1 0.1359
H 1.091879 4.419624 0.800267 -0.1 0.1 0.0 0.1350
H 0.480430 4.888636 2.418118 -0.1 -0.1 0.0 0.1343
H -0.841747 2.962827 1.133557 0.0 -0.7 -0.1 0.1489
H -0.355483 2.654379 2.800679 -0.1 -0.2 0.0 0.1724
H 2.664383 2.313776 0.595055 -0.3 0.1 -0.2 0.1751
H 2.870857 1.414283 2.044713 -0.5 -0.4 -0.1 0.1456
```
Forces are in eV/Å.


Record 2
C31H23Cl5CuN7O as an isolated structure, computed with ωB97M-V/def2-TZVPD.

As for the HOMO energy (spin up / spin down): -0.3937 / -0.3938 hartree. Its calculated total energy is -152245.40795 eV. As for the gap between HOMO and LUMO (spin up / spin down): 0.265 / 0.264 hartree. The multiplicity is 2. Its charge is +1.

XYZ file:
```
68
Properties=species:S:1:pos:R:3:forces:R:3:lowdin_charge:R:1
Cu 0.815720 1.589001 -0.025878 0.6 -0.4 0.0 0.4824
N 1.423547 -1.664056 2.822010 0.0 0.0 0.0 0.1459
C 1.483207 -0.888852 1.734242 0.1 -0.1 0.1 -0.0974
N 0.839197 0.221720 1.608223 0.1 0.4 -0.1 0.0864
C 0.066677 0.710916 2.654399 0.0 0.2 -0.3 -0.2777
N -0.614077 1.811382 2.526550 -0.3 0.0 0.7 0.1072
N -0.405218 2.405281 1.331955 0.0 0.0 -0.6 -0.0509
C -1.040581 3.439427 0.948202 -0.1 -0.2 0.5 -0.0127
C -0.644203 3.976517 -0.349358 0.0 0.3 -0.6 -0.2232
C -1.176179 5.152574 -0.859191 0.0 -0.2 0.3 0.0055
C -0.752996 5.594914 -2.101544 0.1 0.0 -0.2 -0.0296
C 0.191617 4.855110 -2.793404 -0.1 0.1 0.1 -0.0167
C 0.685540 3.693466 -2.215616 0.0 0.0 0.0 -0.0696
N 0.275901 3.264350 -1.030522 -0.1 0.2 0.1 0.0687
C 0.006011 -0.051317 3.887144 0.1 -0.3 0.0 -0.0800
C -0.715444 0.373323 5.006090 0.0 0.0 0.0 0.0025
C -0.785580 -0.428033 6.124913 -0.1 0.1 0.0 -0.0528
C -0.137363 -1.663267 6.148120 0.1 0.0 -0.1 -0.0488
C 0.602884 -2.086365 5.063367 0.1 -0.1 0.0 -0.0056
C 0.678458 -1.278628 3.933729 -0.2 0.3 0.1 -0.1643
H 1.949607 -2.521325 2.867257 0.1 0.0 -0.1 0.1650
H 2.117588 -1.218642 0.918338 0.0 0.0 0.0 0.1557
H -1.832170 3.907838 1.527073 0.1 0.0 0.1 0.1414
H -1.911579 5.695604 -0.280725 0.0 0.0 0.0 0.1221
H -1.155566 6.504511 -2.526311 0.0 0.0 0.0 0.1197
H 0.542250 5.167264 -3.766251 0.0 0.0 0.0 0.1172
H 1.423763 3.084988 -2.717963 0.0 -0.1 0.0 0.0948
H -1.207895 1.334685 4.970198 0.0 0.0 0.0 0.1182
H -1.343726 -0.100000 6.991054 0.0 0.0 0.0 0.1139
H -0.211423 -2.296696 7.021441 0.0 0.0 0.0 0.1163
H 1.131845 -3.031847 5.084449 0.0 0.0 0.0 0.1205
Cl 3.148068 2.535686 1.863235 -0.2 0.0 0.2 0.6916
C 3.672838 1.754945 0.400752 0.2 0.0 -0.4 -0.6919
C 2.724996 1.379035 -0.552442 0.1 0.1 0.1 -0.2433
C 3.229194 0.878175 -1.744792 0.2 -0.1 0.2 -0.6815
Cl 2.117695 0.380854 -2.980487 -0.1 0.1 -0.1 0.7415
C 4.596010 0.726305 -1.987115 0.0 0.0 0.0 -0.7100
Cl 5.163781 0.107517 -3.486306 0.0 0.0 0.0 0.6905
C 5.508296 1.072008 -0.994258 0.0 0.0 0.0 -0.7106
Cl 7.192576 0.869934 -1.254699 0.0 0.0 0.0 0.7000
C 5.045638 1.595556 0.211465 -0.1 0.0 0.0 -0.7136
Cl 6.164133 2.042383 1.437113 0.0 0.0 0.0 0.6905
C -3.014592 -3.781482 -1.154600 -0.1 -0.1 0.0 0.0146
N -2.571162 -2.483910 -0.692404 -0.1 0.1 0.1 -0.0536
N -1.647421 -1.707653 -1.363426 0.2 0.0 0.1 0.0602
C -1.355893 -0.581809 -0.616583 0.0 0.0 -0.2 -0.3986
O -0.561435 0.289038 -1.034078 -0.2 -0.1 0.1 -0.0550
C -2.150445 -0.703745 0.560195 0.0 0.1 0.1 0.0530
C -2.864487 -1.873251 0.469292 0.1 0.1 0.0 -0.2591
C -3.790842 -2.483649 1.460541 0.0 0.0 -0.1 -0.0019
C -1.187321 -1.997361 -2.676163 0.0 0.0 -0.2 -0.2076
C -2.092177 -2.078073 -3.728278 0.0 0.0 0.0 -0.0183
C -1.630746 -2.361070 -5.003182 0.0 0.0 0.0 -0.0649
C -0.272867 -2.543134 -5.227942 0.0 0.0 0.0 -0.0666
C 0.625360 -2.434996 -4.176488 0.0 -0.1 -0.1 -0.0876
C 0.171372 -2.167348 -2.894836 -0.1 -0.1 0.1 -0.0539
H -2.372540 -4.113854 -1.964171 0.0 0.0 0.0 0.0944
H -4.042194 -3.742383 -1.519472 0.0 0.0 0.0 0.1023
H -2.955922 -4.501920 -0.339917 0.0 0.0 0.0 0.0974
H -2.231815 0.026642 1.345688 0.0 0.0 0.0 0.1021
H -4.004446 -1.764161 2.246787 0.0 0.0 0.0 0.0883
H -3.337159 -3.366154 1.916588 0.0 0.0 0.0 0.0922
H -4.730703 -2.790571 1.001176 0.0 0.0 0.0 0.0910
H -3.147196 -1.912110 -3.547989 0.0 0.0 0.0 0.1222
H -2.328286 -2.427205 -5.827482 0.0 0.0 0.0 0.1102
H 0.083554 -2.762157 -6.225460 0.0 0.0 0.0 0.1104
H 1.685195 -2.561835 -4.354521 0.0 0.0 0.0 0.1085
H 0.861129 -2.072114 -2.067728 0.0 0.0 0.0 0.1031
```
Forces are in eV/Å.


Record 3
One molecule with the formula C4H8O2, computed with ωB97M-V/def2-TZVPD.

As for the HOMO energy: -0.3136 hartree. Its calculated total energy is -8369.51944 eV. The energy relative to the best compared isomer or geometry (same formula, charge and spin) comes out at 86.8 kcal per mole. As for the gap between HOMO and LUMO: 0.344 hartree.

XYZ file:
```
14
Properties=species:S:1:pos:R:3:forces:R:3:lowdin_charge:R:1
C -0.880480 2.149320 -0.584898 -0.1 0.3 0.0 -0.0560
C 0.498721 0.330703 -1.001263 -0.3 -0.2 0.5 -0.0211
O -0.310934 0.908650 -0.138342 0.3 -0.2 -0.4 -0.1809
C 0.777034 -1.068658 -0.521599 0.1 0.0 -0.1 -0.1949
C 0.598897 -1.483744 0.943895 0.3 -0.1 -0.1 -0.2736
O -0.702453 -1.283724 1.448698 -0.1 0.2 0.1 -0.0718
H -0.131607 2.717598 -1.138261 -0.1 -0.1 0.1 0.0842
H -1.728476 1.911346 -1.231086 0.1 0.1 0.1 0.0930
H -1.225432 2.685349 0.300525 0.1 0.0 -0.1 0.0903
H 0.067726 -1.634145 -1.153041 0.1 0.0 0.0 0.1259
H 1.769464 -1.362782 -0.883764 -0.1 0.0 0.0 0.1046
H 1.353305 -0.973665 1.564660 -0.1 0.0 -0.1 0.1178
H 0.789919 -2.559107 1.027611 0.0 0.2 0.0 0.1161
H -0.875686 -0.337142 1.366866 -0.1 -0.2 0.0 0.0666
```
Forces are in eV/Å.


Record 4
An isolated ion of composition C5H8BrN2 and charge +1 at a distorted geometry, computed with ωB97M-V/def2-TZVPD.

As for the HOMO energy: -0.5169 hartree. Its calculated total energy is -78329.37775 eV. The energy relative to the best compared isomer or geometry (same formula, charge and spin) comes out at 51.0 kcal per mole. As for the gap between HOMO and LUMO: 0.361 hartree. Its charge is +1.

XYZ file:
```
16
Properties=species:S:1:pos:R:3:forces:R:3:lowdin_charge:R:1
C -0.525188 1.370843 0.877262 1.0 0.3 1.3 0.0094
C -1.142654 1.772425 -0.243807 -1.1 0.4 -0.7 -0.0233
C 0.122186 0.187723 0.639204 -0.3 -0.6 0.7 -0.2366
C 0.201383 -1.318904 -1.324911 1.3 0.7 -2.3 0.0162
C 1.114750 -0.480091 1.642428 -1.3 -1.8 -2.4 -0.3350
N -1.004238 0.834784 -1.169888 0.1 -0.4 -0.8 0.1296
N -0.270216 -0.152449 -0.590540 1.5 -1.8 -1.0 -0.0949
Br 0.510544 -2.447674 2.148743 0.6 2.3 -0.6 0.5526
H -0.358709 1.839853 1.786107 -0.3 1.3 1.3 0.1154
H -1.757921 2.595273 -0.462593 -0.4 1.1 -0.1 0.1381
H 1.188284 -1.677734 -0.937698 -1.4 0.0 0.3 0.1076
H -0.596877 -2.065329 -1.490524 0.7 0.3 0.4 0.1159
H 0.563584 -0.890436 -2.312725 -0.8 -0.8 0.7 0.1200
H 1.151313 0.105780 2.546339 0.2 -0.1 0.1 0.0650
H 2.067495 -0.622762 1.091584 -0.4 0.1 0.9 0.0786
H -1.263735 0.948696 -2.198981 0.7 -0.9 2.0 0.2414
```
Forces are in eV/Å.


Record 5
One molecule with the formula C5H7NO, computed with ωB97M-V/def2-TZVPD.

As for the HOMO energy: -0.3458 hartree. Its calculated total energy is -8836.04677 eV. The energy relative to the best compared isomer or geometry (same formula, charge and spin) comes out at 3.6 kcal per mole. As for the gap between HOMO and LUMO: 0.378 hartree.

XYZ file:
```
14
Properties=species:S:1:pos:R:3:forces:R:3:lowdin_charge:R:1
O 0.529235 -1.039919 -2.400359 -0.1 0.1 0.2 0.0444
C 0.256181 -0.487579 -1.348847 0.0 0.0 0.0 -0.4949
C -1.107244 -0.609620 -0.681617 0.0 -0.1 0.0 -0.0899
C -1.017278 -0.566267 0.822086 0.1 0.1 0.1 -0.0939
C -0.091521 0.178183 1.413950 -0.1 0.0 -0.1 -0.0932
C 0.892285 0.962491 0.584319 0.0 0.0 0.1 -0.1789
N 1.145259 0.300138 -0.682852 0.0 -0.1 -0.1 0.0663
H -1.578283 -1.520379 -1.055152 0.1 0.1 0.1 0.1186
H -1.720741 0.231314 -1.037244 0.1 -0.1 0.0 0.1324
H -1.731720 -1.145389 1.403036 0.1 0.1 -0.1 0.1038
H -0.016760 0.252967 2.494760 0.0 0.0 -0.1 0.1015
H 1.842722 1.063070 1.116634 -0.1 0.0 -0.1 0.1178
H 0.511625 1.984926 0.423871 0.1 -0.1 0.1 0.1216
H 2.049504 0.391720 -1.118297 0.0 0.0 0.0 0.1444
```
Forces are in eV/Å.


Record 6
C30H28F6N3O2S as an isolated structure at a distorted geometry, computed with ωB97M-V/def2-TZVPD.

As for the HOMO energy: -0.3853 hartree. Its calculated total energy is -67263.38349 eV. The energy relative to the best compared isomer or geometry (same formula, charge and spin) comes out at 30.7 kcal per mole. As for the gap between HOMO and LUMO: 0.268 hartree. Its charge is +1.

XYZ file:
```
70
Properties=species:S:1:pos:R:3:forces:R:3:lowdin_charge:R:1
F -4.607534 3.122713 5.431656 1.2 -0.2 0.4 0.1274
C -3.318796 2.940089 5.864423 -0.7 0.4 0.8 -0.5098
F -2.741536 4.173200 5.955506 -0.5 -1.0 -0.1 0.1211
F -3.393525 2.427727 7.134711 0.0 0.5 -1.1 0.1269
C -2.565792 2.014247 4.948254 0.2 -0.2 0.0 -0.0964
C -1.370396 2.417609 4.376643 0.0 -0.3 -0.5 0.0656
C -0.735622 1.578398 3.442958 -0.4 0.2 0.5 -0.2070
N 0.421690 2.087096 2.833421 1.0 0.0 -0.3 0.0535
C 1.112446 1.528929 1.771164 -0.5 0.1 -0.2 -0.6379
S 0.331676 0.583329 0.618676 -0.9 0.8 1.5 0.9335
N 2.423259 1.913008 1.749263 -0.3 -0.1 0.6 0.0280
C 3.424959 1.466954 0.779279 -0.2 0.3 0.4 -0.1177
C 2.816403 1.401133 -0.608829 -0.4 -0.1 -0.2 -0.3866
C 2.579273 2.733554 -1.341535 0.1 -0.1 0.7 -0.1015
C 3.125590 2.511438 -2.754663 -0.4 0.2 -0.4 -0.1494
C 4.073068 1.323671 -2.684064 0.4 -0.1 0.5 -0.1228
N 3.650458 0.569138 -1.468196 0.1 -1.0 0.2 -0.0235
C -1.233951 0.298507 3.197297 0.0 -0.2 0.0 0.0127
C -2.415253 -0.102189 3.812564 0.1 0.7 0.3 -0.0918
C -2.929459 -1.484016 3.547437 -0.4 -0.9 0.0 -0.5094
F -4.282883 -1.562968 3.657328 1.1 0.0 -0.1 0.1358
F -2.597456 -1.915191 2.285812 -0.3 0.2 1.0 0.1042
F -2.396777 -2.391690 4.428687 -0.5 0.7 -0.8 0.1255
C -3.092059 0.748044 4.684752 0.2 0.0 -0.2 0.0652
H -0.924703 3.382023 4.615274 -0.3 -0.1 -0.1 0.1314
H 0.787458 2.980494 3.178614 -0.3 -0.7 0.0 0.1588
H 2.770338 2.175709 2.673793 0.0 0.0 -0.6 0.1539
H 4.242667 2.211670 0.793048 -0.2 -0.3 0.1 0.1389
H 3.840415 0.485171 1.091488 -0.3 0.3 -0.2 0.1271
H 1.830926 0.845202 -0.543895 1.6 1.1 -0.2 -0.0173
H 1.498935 2.930021 -1.334805 0.3 0.1 -0.1 0.1202
H 3.069789 3.568281 -0.816961 0.0 -0.2 -0.2 0.1223
H 2.289713 2.283431 -3.422883 0.1 0.0 0.0 0.1084
H 3.628900 3.393564 -3.157017 -0.1 -0.1 0.0 0.1204
H 4.050311 0.698752 -3.583996 0.0 0.0 0.2 0.1263
H 5.113099 1.641870 -2.495017 -0.4 -0.1 -0.3 0.1344
H 4.448594 0.123441 -1.006061 -0.2 0.5 -0.1 0.1420
H -0.726037 -0.388710 2.515121 -0.3 0.4 0.5 0.0571
H -4.011060 0.427693 5.149632 -0.1 0.0 0.0 0.1403
C -5.602415 -1.575946 -4.946353 0.5 0.1 -0.2 -0.0477
O -4.333314 -1.071840 -5.424364 0.4 -0.6 0.6 -0.0716
C -3.241640 -1.262946 -4.637357 -0.3 0.5 0.7 -0.2469
C -2.035674 -0.659994 -5.062518 -0.5 -0.1 0.2 0.0169
C -0.956392 -0.598956 -4.205892 0.1 -0.4 0.4 -0.0057
C -1.017692 -1.129330 -2.891116 -0.8 -0.1 -0.7 -0.1414
C 0.152822 -1.134603 -2.035195 0.7 0.3 0.4 -0.1881
O -0.068837 -1.777480 -0.851640 1.0 -0.1 -0.5 -0.0006
C 1.015244 -2.118993 -0.064261 -0.2 0.1 -0.2 -0.2493
C 2.328951 -1.803897 -0.432404 0.4 -0.2 0.2 -0.1491
C 3.368705 -2.354496 0.355789 -0.4 -0.2 -0.1 -0.0177
C 3.070943 -3.237053 1.392173 0.5 0.2 -0.1 -0.0611
C 1.741968 -3.524143 1.738451 -0.1 0.3 -0.2 -0.0341
C 0.711614 -2.884340 1.063695 0.2 -0.3 -0.3 0.0156
C 2.570247 -1.049332 -1.669401 0.8 -0.1 -0.9 -0.0446
C 1.394312 -0.628506 -2.368526 -0.4 -0.3 0.0 -0.0034
C -2.204475 -1.791386 -2.511839 0.5 -0.1 -0.1 0.0096
C -3.284387 -1.895080 -3.370633 -0.3 0.4 -0.6 0.0029
H -6.308890 -1.259752 -5.712918 0.0 -0.1 0.2 0.0968
H -5.575155 -2.672372 -4.872438 -0.1 0.3 0.0 0.0998
H -5.863974 -1.133286 -3.974348 0.1 -0.1 -0.3 0.0997
H -2.017710 -0.211003 -6.051492 0.1 -0.1 0.2 0.1262
H -0.013506 -0.184087 -4.554424 -0.3 0.1 -0.1 0.1079
H 4.408196 -2.109670 0.101788 -0.4 -0.2 0.1 0.1210
H 3.887070 -3.705729 1.947811 -0.3 0.1 -0.2 0.1144
H 1.516631 -4.271364 2.503598 0.1 0.5 -0.1 0.1233
H -0.332677 -3.019730 1.322211 0.1 -0.2 -0.1 0.1236
H 3.433077 -1.374097 -2.262700 -0.6 -0.3 0.0 0.1431
H 1.529128 0.003126 -3.251122 -0.2 -0.6 0.2 0.1156
H -2.272108 -2.292133 -1.550805 0.1 0.2 -0.1 0.1241
H -4.187188 -2.412925 -3.042647 0.4 0.2 -0.1 0.1113
```
Forces are in eV/Å.


> Look up the calculated total energy of the fourth one.

-78329.37775 eV


> Which of these has the lowest calculated total energy?

C31H23Cl5CuN7O